Arrangement w

Molecular formula: C45H90O45
Method: DFT, the ωB97M-V functional and the def2-TZVPD basis

```
180
Properties=species:S:1:pos:R:3:lowdin_charge:R:1
C 1.1935 6.0621 -1.2834 -0.044
O 1.0050 4.8132 -1.7957 0.016
C 0.0993 4.6095 -2.6533 -0.609
O -0.7392 5.4576 -3.0572 0.082
O -0.0393 3.2950 -2.7540 -0.009
C -0.9747 2.7170 -3.5984 -0.046
H 0.8529 6.9264 -1.8536 0.114
H 2.2779 6.0839 -1.1756 0.090
H 0.9280 6.0268 -0.2268 0.105
H -2.0232 2.9145 -3.3752 0.105
H -0.7876 1.6996 -3.2549 0.078
H -0.7272 2.6866 -4.6595 0.093
C 1.9269 2.7278 -5.5847 -0.089
O 2.3242 2.2459 -4.3656 -0.011
C 3.3103 1.2922 -4.3002 -0.567
O 4.0388 0.8711 -5.2013 0.097
O 3.5567 1.0207 -3.0485 0.007
C 4.5930 0.1009 -2.6299 0.005
H 1.5589 3.7523 -5.6388 0.102
H 1.0741 2.1126 -5.8717 0.071
H 2.6719 2.5842 -6.3673 0.103
H 4.0948 -0.7372 -2.1427 0.066
H 5.2182 0.5924 -1.8845 0.103
H 5.1050 -0.5131 -3.3708 0.081
C -4.6458 -3.2961 6.3529 -0.076
O -3.7823 -3.4455 5.2931 -0.010
C -3.8622 -2.7245 4.1607 -0.547
O -4.7419 -1.8430 3.9672 0.065
O -2.8468 -2.9698 3.3813 0.007
C -2.7954 -2.3283 2.0772 -0.001
H -4.4555 -2.3997 6.9431 0.102
H -4.3004 -4.1249 6.9710 0.098
H -5.7045 -3.3861 6.1099 0.101
H -1.8354 -2.6315 1.6593 0.060
H -2.8089 -1.2388 2.0470 0.086
H -3.6739 -2.7590 1.5968 0.099
C 4.2372 -2.8137 -4.5284 -0.049
O 3.5015 -3.5102 -3.5697 0.014
C 3.8641 -3.6534 -2.3135 -0.607
O 4.8594 -3.1532 -1.8077 0.097
O 2.8809 -4.3391 -1.7360 0.006
C 3.0268 -4.7356 -0.3178 0.006
H 4.0187 -3.2686 -5.4946 0.103
H 5.3190 -2.7724 -4.4015 0.105
H 3.9094 -1.7791 -4.6294 0.064
H 3.8339 -4.1906 0.1717 0.068
H 3.2735 -5.7973 -0.3083 0.098
H 2.1189 -4.5945 0.2685 0.059
C 5.0946 6.1933 1.2229 -0.125
O 4.4150 5.1500 0.7323 -0.048
C 4.7908 4.6391 -0.5181 -0.480
O 5.7604 4.9562 -1.2002 0.120
O 4.1050 3.5084 -0.8762 -0.020
C 3.0883 2.8826 -0.1402 -0.051
H 6.1761 6.2162 1.0886 0.107
H 5.0609 6.1461 2.3114 0.084
H 4.5783 7.1269 0.9994 0.105
H 2.4695 2.2667 -0.7928 0.098
H 2.4212 3.6691 0.2126 0.087
H 3.5791 2.3624 0.6824 0.066
C 2.9897 4.4386 4.1538 -0.018
O 3.4566 3.1552 4.4763 0.033
C 3.1145 2.1903 3.7209 -0.611
O 2.4172 2.3245 2.7577 0.129
O 3.5504 1.0286 4.3405 0.024
C 3.3068 -0.2662 3.8958 -0.064
H 3.3368 4.5915 3.1319 0.080
H 3.3085 5.2528 4.8045 0.105
H 1.9001 4.4480 4.1275 0.106
H 2.5582 -0.4393 3.1227 0.072
H 2.9809 -0.9845 4.6481 0.088
H 4.1568 -0.7849 3.4523 0.083
C -0.2538 -0.1822 3.9589 -0.030
O 0.4509 -1.1909 4.6638 -0.055
C 0.2541 -1.4706 6.0100 -0.443
O -0.4797 -0.8207 6.7919 0.093
O 0.8326 -2.6869 6.2468 -0.027
C 0.3949 -3.5473 7.2392 -0.073
H -0.5442 0.6284 4.6272 0.099
H -1.2073 -0.5773 3.6085 0.079
H 0.3311 0.2542 3.1492 0.085
H -0.5876 -3.2656 7.6179 0.088
H 0.9814 -3.3705 8.1408 0.096
H 0.2682 -4.6165 7.0692 0.101
C -1.2425 3.1271 0.5653 0.026
O -2.6697 2.8986 0.6472 -0.027
C -3.2137 2.2618 1.6818 -0.554
O -2.5828 1.8006 2.6182 0.109
O -4.5534 2.0212 1.4545 -0.060
C -5.4404 1.7255 2.5860 -0.007
H -0.7913 3.6308 -0.2896 0.089
H -0.8950 2.1103 0.7484 0.090
H -0.8921 3.6518 1.4541 0.097
H -5.6137 2.5532 3.2738 0.101
H -5.2110 0.7232 2.9476 0.081
H -6.4205 1.6526 2.1148 0.078
C 0.1621 -2.5127 -8.6574 -0.051
O 0.1230 -2.5797 -7.2245 -0.017
C 0.4541 -1.4656 -6.4580 -0.509
O 0.9437 -0.3831 -6.8906 0.072
O 0.2288 -1.7196 -5.2087 0.050
C 0.7740 -0.8533 -4.2874 -0.028
H 1.0393 -1.9500 -8.9767 0.092
H -0.7719 -2.1989 -9.1235 0.092
H 0.3189 -3.4984 -9.0953 0.086
H 0.4840 0.1681 -4.5338 0.086
H 1.8595 -0.9521 -4.2915 0.093
H 0.4533 -0.8537 -3.2456 0.092
C -5.1507 3.6772 -0.8379 -0.122
O -6.1436 4.4851 -1.1999 -0.019
C -6.7834 4.3986 -2.4388 -0.465
O -6.4843 3.5552 -3.3052 0.089
O -7.7021 5.3813 -2.4232 -0.001
C -8.4280 5.7150 -3.5691 -0.063
H -5.7872 2.9461 -0.3394 0.094
H -4.6270 4.2029 -0.0395 0.097
H -4.4626 3.0955 -1.4514 0.104
H -8.0007 5.4741 -4.5425 0.097
H -8.7283 6.7628 -3.5683 0.096
H -9.3251 5.0990 -3.5061 0.095
C -2.2486 -0.1664 -1.1712 -0.024
O -0.8559 0.0924 -1.1848 -0.025
C -0.0411 -0.7884 -0.5792 -0.600
O -0.3417 -1.7091 0.1535 0.107
O 1.1407 -0.2356 -0.6230 0.008
C 2.3017 -0.6926 0.1366 0.024
H -2.7709 0.6556 -1.6606 0.091
H -2.5331 -0.1136 -0.1203 0.086
H -2.5814 -1.1114 -1.6004 0.102
H 2.0039 -0.9654 1.1491 0.069
H 3.0712 0.0705 0.2531 0.068
H 2.6263 -1.6455 -0.2813 0.095
C -7.1005 -0.3373 -3.2991 -0.041
O -7.2185 -0.9290 -2.0283 -0.011
C -6.3541 -0.8883 -1.0236 -0.579
O -5.4062 -0.0711 -0.9881 0.084
O -6.8079 -1.6212 -0.0408 0.007
C -6.3880 -1.3582 1.2913 -0.013
H -7.2389 0.7395 -3.2021 0.088
H -7.8249 -0.7647 -3.9924 0.095
H -6.1451 -0.4694 -3.8068 0.095
H -5.3096 -1.3307 1.1350 0.075
H -6.5838 -2.1893 1.9688 0.101
H -6.7888 -0.3965 1.6116 0.087
C -5.6939 -3.8485 -2.6091 -0.047
O -4.6624 -3.7626 -1.6674 -0.013
C -3.4607 -4.2452 -1.9922 -0.648
O -3.1027 -4.5672 -3.0957 0.134
O -2.6794 -4.0963 -0.9693 0.005
C -1.3005 -4.5834 -0.9612 0.003
H -5.6756 -4.9211 -2.8021 0.100
H -5.3336 -3.2834 -3.4687 0.104
H -6.7457 -3.6664 -2.3882 0.101
H -0.6282 -3.9517 -1.5418 0.093
H -1.2946 -5.5168 -1.5240 0.093
H -0.9029 -4.8535 0.0171 0.084
C 6.3794 -2.5212 1.5980 -0.096
O 6.9633 -1.3464 1.9551 0.005
C 6.3194 -0.1901 1.6449 -0.535
O 5.2807 -0.2147 1.0370 0.108
O 7.0298 0.9172 2.0054 0.004
C 6.3340 2.2154 2.0583 0.023
H 6.5531 -2.7084 0.5383 0.099
H 5.2957 -2.4705 1.7038 0.067
H 6.7534 -3.3897 2.1403 0.104
H 5.7446 2.2702 2.9736 0.084
H 5.6670 2.2732 1.1982 0.076
H 7.0601 3.0226 2.1548 0.102
C 4.4844 -3.6758 5.0560 -0.036
O 3.1248 -3.8113 4.7563 0.011
C 2.6992 -3.8516 3.5131 -0.548
O 3.3600 -3.7615 2.4674 0.087
O 1.3791 -3.9622 3.5895 0.007
C 0.6279 -3.8072 2.4921 -0.080
H 4.8284 -4.6777 5.3131 0.101
H 4.6726 -3.0729 5.9444 0.102
H 5.0752 -3.2884 4.2260 0.082
H 0.8490 -4.7144 1.9298 0.095
H 0.8905 -2.9323 1.8974 0.085
H -0.4001 -3.7433 2.8488 0.099
```

Results
total charge = 0
HOMO-LUMO gap = 10.3277 eV
LUMO energy = 0.393 eV
HOMO level = -9.93 eV

***

Arrangement x

Molecular formula: C45H90O45
Method: DFT, the ωB97M-V functional and the def2-TZVPD basis

```
180
Properties=species:S:1:pos:R:3:lowdin_charge:R:1
C -2.5620 -2.7063 3.0024 -0.013
O -1.9816 -1.6407 3.7617 -0.018
C -1.5679 -2.0296 4.9657 -0.605
O -1.6948 -3.0491 5.5700 0.137
O -0.8278 -1.0064 5.5103 -0.062
C -0.1480 -1.3058 6.7418 -0.045
H -3.3472 -3.2087 3.5359 0.102
H -1.7365 -3.3262 2.6136 0.113
H -3.0079 -2.1805 2.1770 0.053
H -0.7896 -1.8892 7.4222 0.093
H 0.1482 -0.3617 7.2315 0.090
H 0.7703 -1.9366 6.4472 0.109
C 2.8661 1.4231 2.8128 -0.036
O 2.2647 1.5176 4.0748 -0.004
C 2.1434 2.7309 4.6386 -0.609
O 2.5995 3.7470 4.1466 0.108
O 1.5586 2.6158 5.8102 -0.003
C 1.7086 3.7259 6.7430 0.010
H 2.1514 1.9156 2.1527 0.101
H 2.9891 0.3793 2.5860 0.067
H 3.8341 1.9141 2.7698 0.104
H 2.6849 3.6249 7.2272 0.107
H 0.8967 3.5296 7.4083 0.073
H 1.6047 4.6921 6.2966 0.088
C -8.1462 2.4369 -0.8306 -0.043
O -7.1745 3.4469 -0.5329 0.013
C -6.6143 3.2423 0.6708 -0.561
O -6.7339 2.2348 1.3623 0.086
O -5.7995 4.3012 0.9464 0.001
C -5.2475 4.3255 2.3215 0.003
H -8.7420 2.2168 0.0571 0.093
H -7.6909 1.4846 -1.1783 0.102
H -8.8633 2.7705 -1.5797 0.092
H -4.2449 4.6247 2.2873 0.058
H -5.3715 3.3293 2.8287 0.070
H -5.7600 5.0058 3.0230 0.097
C -0.1515 5.2902 2.8962 -0.002
O -1.5522 5.7914 2.8318 -0.025
C -2.0611 6.0873 4.0866 -0.562
O -1.4234 5.9993 5.0892 0.115
O -3.3182 6.6171 3.9911 -0.042
C -3.9646 7.1129 5.1917 -0.029
H 0.4200 6.0520 3.3892 0.085
H 0.1263 5.2809 1.8197 0.108
H 0.0764 4.4023 3.3856 0.049
H -3.8426 8.2080 5.1498 0.097
H -3.3783 6.8341 6.1080 0.096
H -4.9914 6.6914 5.2623 0.100
C 4.1641 1.9856 -4.1781 -0.005
O 4.4542 3.2818 -3.6216 0.032
C 3.4514 3.7913 -2.9548 -0.573
O 2.3259 3.2319 -2.8061 0.038
O 3.7575 4.9557 -2.3581 0.007
C 2.7628 5.2407 -1.3663 -0.036
H 3.3887 2.0270 -4.9380 0.082
H 3.7982 1.4093 -3.3337 0.080
H 5.1055 1.5777 -4.6159 0.123
H 1.8691 5.6061 -1.9119 0.106
H 3.2150 6.0447 -0.8073 0.094
H 2.5402 4.3412 -0.8218 0.087
C 5.3154 0.8275 -0.3852 -0.010
O 5.9661 0.3614 -1.6035 -0.004
C 5.2421 -0.5530 -2.2926 -0.680
O 4.1377 -0.9353 -2.0096 0.097
O 5.9899 -0.9977 -3.2425 0.032
C 5.3115 -2.0227 -4.1043 0.035
H 4.5137 1.5760 -0.6991 0.115
H 6.1498 1.2747 0.0596 0.075
H 4.8384 0.0814 0.2492 0.076
H 6.0684 -2.2539 -4.8819 0.107
H 4.3911 -1.5920 -4.4982 0.079
H 5.1018 -2.9500 -3.5894 0.071
C 3.2902 -7.1401 -3.7109 0.015
O 4.0976 -5.9471 -3.3129 -0.009
C 3.7215 -5.4855 -2.1115 -0.656
O 2.8714 -5.8595 -1.3750 0.140
O 4.4861 -4.4346 -1.8598 -0.009
C 4.2819 -3.8347 -0.5832 -0.033
H 3.5766 -7.3760 -4.7470 0.096
H 2.2335 -6.8840 -3.6501 0.085
H 3.5334 -7.9077 -2.9708 0.099
H 3.2024 -3.8060 -0.3626 0.103
H 4.6436 -2.7940 -0.6188 0.084
H 4.8114 -4.2906 0.2263 0.088
C -1.2546 -5.9124 -2.1757 -0.010
O -2.3093 -5.5607 -1.2661 0.031
C -2.4937 -4.3717 -0.7427 -0.665
O -3.2696 -4.1738 0.0974 0.170
O -1.7966 -3.4416 -1.4046 0.000
C -2.0705 -2.0712 -1.0042 0.012
H -1.5096 -5.5175 -3.1383 0.092
H -1.0710 -6.9373 -2.2825 0.077
H -0.3147 -5.4790 -1.8842 0.083
H -2.9343 -1.7307 -1.5535 0.083
H -1.2518 -1.4968 -1.3063 0.064
H -2.3337 -2.0170 0.0759 0.091
C -4.9780 0.8524 3.8637 -0.045
O -4.2372 0.6449 5.0942 -0.003
C -3.6258 1.8167 5.5155 -0.612
O -3.6793 2.8848 4.9960 0.128
O -2.9563 1.4989 6.6006 0.012
C -2.0604 2.5466 7.1610 0.019
H -5.8450 1.5275 4.0371 0.105
H -5.3142 -0.0836 3.4739 0.080
H -4.3704 1.3114 3.1303 0.044
H -1.1071 2.5921 6.6721 0.058
H -1.8343 2.3352 8.2117 0.098
H -2.5141 3.5276 6.9378 0.093
C 3.1317 -4.4504 -6.6913 -0.018
O 2.6085 -3.7836 -5.4925 -0.038
C 1.4413 -4.3451 -5.0820 -0.591
O 0.8821 -5.1955 -5.7482 0.106
O 0.9340 -3.8185 -3.9835 0.022
C 1.5052 -2.7521 -3.2834 -0.025
H 3.2262 -5.4995 -6.4531 0.080
H 4.1355 -4.0624 -6.7894 0.081
H 2.5949 -4.2391 -7.6490 0.113
H 1.3743 -2.9201 -2.1689 0.113
H 1.0326 -1.8278 -3.4228 0.076
H 2.5599 -2.7266 -3.4965 0.071
C 3.7049 -1.4117 -8.9497 -0.070
O 2.6914 -0.4959 -8.7876 0.024
C 2.2766 -0.2529 -7.5419 -0.616
O 2.9664 -0.4408 -6.6048 0.129
O 1.1300 0.4242 -7.5370 0.016
C 0.6803 0.8806 -6.2546 -0.014
H 3.6191 -1.9455 -9.8805 0.096
H 3.7378 -2.0910 -8.0971 0.072
H 4.6777 -0.9433 -8.9915 0.097
H -0.0789 0.2006 -5.8986 0.083
H 0.2708 1.8849 -6.4011 0.104
H 1.5808 0.8900 -5.5828 0.092
C 1.4355 -0.0904 -0.7314 -0.053
O 0.5793 0.8421 -0.1358 0.006
C 0.0346 0.4900 1.0331 -0.607
O 0.0982 -0.5738 1.6042 0.113
O -0.6800 1.5248 1.5002 -0.027
C -1.4616 1.2538 2.7159 0.008
H 1.1570 -1.1515 -0.5419 0.101
H 2.3973 -0.0814 -0.1632 0.090
H 1.6736 0.1968 -1.6999 0.066
H -2.1822 0.4542 2.4420 0.088
H -1.8662 2.2712 2.8096 0.096
H -0.8596 0.9581 3.5778 0.093
C -6.5397 -1.8445 0.4906 -0.009
O -5.9695 -0.8655 -0.3803 0.023
C -4.9371 -0.1973 0.0304 -0.608
O -4.3090 -0.3884 1.0631 0.087
O -4.6770 0.7136 -0.9478 -0.009
C -3.6493 1.6324 -0.5437 -0.016
H -6.9099 -1.4323 1.4326 0.103
H -5.7997 -2.5857 0.7591 0.088
H -7.3080 -2.3964 -0.0084 0.089
H -2.6939 1.1537 -0.8749 0.103
H -3.5874 1.7896 0.5494 0.094
H -3.7765 2.5629 -1.1016 0.103
C -2.9916 -0.4055 -4.1955 0.006
O -2.9652 1.0664 -4.2952 -0.017
C -1.8910 1.6604 -3.7028 -0.615
O -0.8855 1.0584 -3.3165 0.068
O -2.1342 2.9207 -3.4937 0.004
C -1.0904 3.7224 -2.8531 0.013
H -2.2708 -0.8247 -3.5906 0.033
H -2.8611 -0.6849 -5.2678 0.112
H -3.9817 -0.5659 -3.7779 0.096
H -0.2163 3.7461 -3.4586 0.071
H -0.9085 3.2127 -1.9007 0.095
H -1.4844 4.7108 -2.5745 0.103
C 1.7193 -2.3036 3.3863 -0.034
O 2.8185 -3.1854 3.4670 -0.037
C 4.0039 -2.8171 2.8134 -0.571
O 4.1185 -1.9818 2.0168 0.167
O 5.0452 -3.5842 3.1868 0.005
C 4.8673 -4.5795 4.1925 -0.053
H 1.1100 -2.4616 2.5091 0.082
H 2.0232 -1.2742 3.4333 0.071
H 1.0886 -2.4860 4.2847 0.094
H 4.6773 -4.1270 5.1870 0.102
H 5.7757 -5.1463 4.2524 0.085
H 3.9968 -5.2405 4.0618 0.100
```

Results
total charge = 0
HOMO-LUMO gap = 11.1171 eV
LUMO energy = 0.537 eV
HOMO level = -10.58 eV

***

Looking at the structures above, which would you pick as the most stable? I would pick arrangement x.